Molecular formula: C17H26F6NOPPb
Method: DFT, ωB97M-V/def2-TZVPD

**Kohn-Sham gap (alpha / beta)**: 4.75 / 4.21 eV
**Total energy**: -52409.8259 eV
**Total charge**: +2
**Highest occupied orbital energy (alpha / beta)**: -15.65 / -15.59 eV
**LUMO (alpha / beta)**: -10.903 / -11.385 eV

Last column: Mulliken charge in e.
Element x y z (Å)
C -3.698 -1.449 0.395  -0.972
C -3.256 -1.290 -0.914  -1.041
C -2.012 -0.689 -1.181  1.059
C -1.204 -0.286 -0.123  0.130
C -1.653 -0.426 1.191  1.043
C -2.895 -1.031 1.449  -0.866
C -1.610 -0.555 -2.627  -0.857
C -1.000 0.766 -3.132  -1.053
N -0.670 1.769 -2.068  0.011
Pb 0.842 0.674 -0.705  0.935
C -0.826 0.022 2.370  -1.335
P 0.247 1.465 1.955  0.702
H -3.870 -1.615 -1.758  0.477
H -3.208 -1.155 2.489  0.512
H -4.671 -1.904 0.592  0.452
H -0.141 -0.788 2.678  0.359
H -1.461 0.299 3.229  0.785
H -0.896 -1.360 -2.875  0.313
H -2.497 -0.744 -3.248  0.417
H -0.062 0.555 -3.665  0.430
C 1.427 1.391 3.335  -1.094
C -0.833 2.904 2.256  -1.201
H -1.689 1.245 -3.851  0.454
C -1.919 2.331 -1.444  -0.564
C 0.084 2.903 -2.701  -1.146
H 4.103 1.646 -0.393  -0.240
H -1.833 3.424 -1.382  0.411
H -2.800 2.071 -2.050  0.267
H -2.059 1.937 -0.432  0.064
H -0.607 3.577 -3.233  0.429
H 0.598 3.474 -1.916  0.451
H 0.825 2.511 -3.410  0.392
H -1.104 2.969 3.318  0.404
H -0.275 3.806 1.962  0.448
H -1.742 2.843 1.642  0.351
H 0.899 1.376 4.300  0.427
H 2.033 0.480 3.219  0.279
H 2.086 2.269 3.287  0.453
H 4.000 2.478 -0.287  0.253
C 2.060 -3.376 1.508  -1.879
C 2.146 -2.322 0.419  0.584
O 1.533 -1.168 0.758  -0.384
C 3.686 -2.035 0.164  0.720
F 4.389 -3.150 -0.197  -0.232
F 3.902 -1.090 -0.794  -0.217
F 4.247 -1.566 1.319  -0.248
C 1.502 -2.940 -0.884  0.683
F 2.087 -4.098 -1.292  -0.229
F 0.181 -3.223 -0.645  -0.256
F 1.522 -2.082 -1.958  -0.227
H 2.515 -2.969 2.417  0.458
H 2.573 -4.294 1.204  0.455
H 1.004 -3.579 1.712  0.432

Molecular formula: C17H26N4O2S
Method: DFT, ωB97M-V/def2-TZVPD

**Relative energy (zero: lowest compared OMol25 entry of this formula, charge and spin)**: 1249.4 kJ/mol
**Kohn-Sham gap**: 7.17 eV
**Total energy**: -38929.8977 eV
**Highest occupied orbital energy**: -8.34 eV
**LUMO**: -1.173 eV
**Structure (SMILES)**: CCSCc1cnc2ccccc2n1.CNC(C)=O.CNC(C)=O

Last column: natural (NBO) charge in e.
Element x y z (Å)
C 1.005 -3.650 1.450  -0.636
C 1.005 -2.278 0.529  -0.556
S 0.896 -0.685 1.520  0.156
C -0.359 0.509 0.723  -0.565
C -1.851 -0.198 0.958  0.180
C -2.751 0.153 2.268  -0.017
N -4.091 -0.427 2.630  -0.369
C -4.479 -1.408 1.560  0.113
C -5.927 -2.211 1.784  -0.213
C -6.500 -3.322 0.705  -0.230
C -5.669 -3.655 -0.693  -0.229
C -4.247 -2.858 -0.899  -0.218
C -3.648 -1.769 0.211  0.128
N -2.312 -1.157 -0.103  -0.424
H 0.170 -3.673 2.271  0.222
H 0.904 -4.625 0.769  0.225
H 2.057 -3.771 2.002  0.224
H 0.142 -2.411 -0.266  0.248
H 2.050 -2.254 -0.025  0.236
H -0.115 0.470 -0.445  0.253
H -0.291 1.597 1.148  0.267
H -2.299 0.956 3.027  0.227
H -6.583 -2.026 2.759  0.248
H -7.499 -3.908 0.879  0.237
H -6.023 -4.402 -1.522  0.244
H -3.607 -3.069 -1.883  0.246
C -2.332 5.014 -0.738  -0.413
N -1.097 4.902 0.000  -0.619
C 0.178 4.905 -0.486  0.671
C 0.368 5.039 -1.970  -0.721
O 1.127 4.800 0.289  -0.633
H -2.868 5.892 -0.371  0.199
H -2.928 4.120 -0.539  0.201
H -2.169 5.109 -1.812  0.213
H -1.144 4.809 1.008  0.402
H 1.436 5.025 -2.205  0.247
H -0.110 4.201 -2.485  0.227
H -0.050 5.988 -2.317  0.228
C 5.391 0.684 -0.838  -0.412
N 4.902 -0.597 -0.387  -0.618
C 5.504 -1.816 -0.501  0.673
C 6.845 -1.881 -1.174  -0.720
O 4.945 -2.817 -0.058  -0.639
H 5.464 1.344 0.030  0.202
H 4.663 1.095 -1.542  0.198
H 6.365 0.611 -1.323  0.210
H 4.002 -0.633 0.078  0.407
H 7.197 -2.916 -1.190  0.246
H 6.763 -1.528 -2.206  0.226
H 7.571 -1.278 -0.622  0.227

Molecular formula: C17H26N4O3
Method: DFT, ωB97M-V/def2-TZVPD

**Relative energy (zero: lowest compared OMol25 entry of this formula, charge and spin)**: 192.8 kJ/mol
**Kohn-Sham gap**: 9.48 eV
**Total energy**: -30153.6510 eV
**Highest occupied orbital energy**: -8.68 eV
**LUMO**: 0.802 eV
**Structure (SMILES)**: CN1CCCC[C@@H]1C(=O)N(CCC(=O)NCc1ncco1)C1CC1

Last column: natural (NBO) charge in e.
Element x y z (Å)
C 3.024 1.625 2.214  -0.412
N 2.838 2.303 0.945  -0.420
C 4.070 2.963 0.535  -0.213
C 3.875 3.767 -0.740  -0.405
C 3.369 2.866 -1.859  -0.398
C 2.122 2.123 -1.397  -0.387
C 2.387 1.376 -0.090  -0.150
C 1.082 0.717 0.358  0.709
O 0.120 1.403 0.661  -0.635
N 1.012 -0.647 0.426  -0.454
C -0.207 -1.210 1.001  -0.202
C -1.401 -1.140 0.049  -0.500
C -2.593 -1.830 0.676  0.684
O -2.540 -2.988 1.050  -0.633
N -3.711 -1.064 0.804  -0.603
C -4.936 -1.583 1.375  -0.289
C -6.036 -1.679 0.373  0.477
N -7.167 -1.062 0.382  -0.458
C -7.813 -1.503 -0.768  -0.122
C -7.012 -2.370 -1.411  0.047
O -5.862 -2.498 -0.687  -0.405
C 2.076 -1.555 0.092  -0.057
C 1.771 -2.694 -0.840  -0.419
C 2.641 -1.568 -1.299  -0.423
H 2.076 1.219 2.568  0.209
H 3.760 0.804 2.149  0.157
H 3.379 2.338 2.958  0.206
H 4.386 3.617 1.351  0.203
H 4.879 2.222 0.382  0.151
H 3.149 4.561 -0.549  0.207
H 4.819 4.240 -1.019  0.209
H 3.153 3.446 -2.758  0.212
H 4.148 2.143 -2.125  0.191
H 1.304 2.823 -1.213  0.227
H 1.786 1.416 -2.160  0.202
H 3.162 0.614 -0.259  0.180
H -0.012 -2.248 1.259  0.226
H -0.449 -0.663 1.914  0.215
H -1.610 -0.100 -0.193  0.231
H -1.172 -1.674 -0.876  0.223
H -3.680 -0.107 0.500  0.404
H -4.700 -2.570 1.771  0.260
H -5.289 -0.948 2.186  0.228
H -8.796 -1.161 -1.040  0.218
H -7.085 -2.946 -2.315  0.213
H 2.768 -1.769 0.900  0.206
H 2.223 -3.651 -0.623  0.224
H 0.770 -2.751 -1.243  0.222
H 2.217 -0.870 -2.007  0.222
H 3.704 -1.736 -1.408  0.223

Molecular formula: C17H27AuN6O3S3
Method: DFT, ωB97M-V/def2-TZVPD

**Relative energy (zero: lowest compared OMol25 entry of this formula, charge and spin)**: 72.5 kJ/mol
**Kohn-Sham gap**: 7.29 eV
**Total energy**: -69347.9616 eV
**Highest occupied orbital energy**: -7.07 eV
**LUMO**: 0.217 eV

Last column: natural (NBO) charge in e.
Element x y z (Å)
Au 0.379 -0.130 0.377  0.580
O -2.387 3.351 0.390  -0.727
C -3.603 2.756 0.399  0.420
C -4.723 3.571 0.237  -0.307
C -5.988 3.021 0.240  -0.173
C -6.160 1.648 0.404  -0.267
C -5.051 0.842 0.563  -0.134
C -3.758 1.372 0.562  -0.239
C -2.581 0.475 0.721  0.596
O -1.417 1.046 0.793  -0.833
N -2.828 -0.810 0.764  -0.463
N -1.689 -1.555 0.980  -0.384
C -1.857 -2.812 0.916  -0.109
S -0.531 -3.906 1.302  0.281
C -1.309 -5.328 0.496  -0.534
C -2.794 -5.265 0.801  -0.544
S -3.382 -3.580 0.465  0.279
H -1.739 2.617 0.529  0.512
H -4.568 4.634 0.112  0.218
H -6.850 3.665 0.115  0.210
H -7.152 1.217 0.410  0.211
H -5.157 -0.226 0.695  0.236
H -0.851 -6.231 0.897  0.238
H -1.127 -5.284 -0.579  0.215
H -2.982 -5.509 1.846  0.221
H -3.361 -5.948 0.170  0.233
C 5.519 0.515 -0.922  -0.595
C 4.600 -0.456 -0.186  0.105
C 4.223 0.149 1.168  -0.637
C 5.325 -1.791 0.028  -0.622
N 3.443 -0.631 -1.076  -0.992
H 6.427 0.702 -0.345  0.200
H 5.000 1.460 -1.086  0.220
H 5.804 0.104 -1.892  0.203
H 5.123 0.385 1.741  0.208
H 3.632 -0.549 1.770  0.198
H 3.643 1.062 1.029  0.235
H 6.209 -1.668 0.660  0.203
H 5.637 -2.206 -0.931  0.207
H 4.663 -2.513 0.512  0.201
C 0.590 4.597 -0.607  -0.724
C 0.861 3.465 0.353  0.682
N 0.353 3.625 1.602  -0.822
O 1.486 2.465 0.034  -0.646
H 0.865 5.555 -0.166  0.225
H -0.477 4.623 -0.838  0.249
H 1.157 4.431 -1.517  0.237
H -0.356 4.320 1.765  0.401
H 0.348 2.814 2.201  0.405
N 2.034 -1.513 -3.005  -0.760
C 1.338 -1.753 -1.918  0.316
N 0.127 -2.329 -1.932  -0.774
S 2.173 -1.384 -0.435  0.631
H 1.594 -1.428 -3.906  0.403
H 2.929 -1.029 -2.773  0.472
H -0.344 -2.431 -2.816  0.401
H -0.460 -2.224 -1.115  0.435